# 1
# C40H40BiOP3S

C40H40BiOP3S as an isolated structure (ωB97M-V with the def2-TZVPD basis set, the Open Molecules 2025 dataset).

Geometry as XYZ:
```
86
Properties=species:S:1:pos:R:3:forces:R:3
C -2.350606 -5.242422 -0.133776 0.008 0.001 -0.002
H -0.763903 1.585488 4.955421 0.008 -0.004 -0.009
C -1.005357 3.624206 5.532190 -0.001 -0.007 -0.012
H -5.265251 -0.802327 -4.653065 0.000 0.003 -0.002
C -3.435936 0.313673 -4.625787 0.001 -0.003 -0.002
C 2.710848 -2.633295 1.655532 -0.011 0.015 0.007
H 0.440183 -5.707116 -2.000712 0.004 0.010 0.007
C -0.968361 5.245442 3.761423 -0.012 0.007 0.025
H 4.854371 -2.694571 1.612395 -0.004 0.001 -0.004
C -1.424347 6.181462 0.742870 0.001 0.053 0.050
H 3.922203 -2.092011 -1.696854 -0.003 0.000 0.003
H 2.969134 -5.470878 4.269920 0.003 -0.002 -0.002
H -2.636109 -1.624013 -1.380906 0.012 0.002 0.002
C -1.869470 -4.284162 0.748078 0.000 0.016 0.016
C 1.214937 4.973793 0.868875 0.048 0.037 0.033
C -1.591743 0.253135 2.676177 -0.014 -0.038 -0.008
C -0.766327 4.234332 2.824359 -0.005 0.019 -0.012
C 1.127468 1.675196 -3.664734 -0.009 0.003 0.009
C 0.333906 -2.234515 -3.121624 0.019 0.035 -0.018
H 1.664454 0.468094 1.473858 -0.029 -0.009 -0.011
C -0.694945 2.901478 3.248533 0.063 -0.035 0.086
H -1.371011 6.398918 -0.323901 0.001 -0.004 -0.004
C 0.339476 1.600276 -2.520136 -0.016 -0.001 -0.039
H -1.901844 -0.359730 1.833436 0.025 -0.007 0.006
H 1.468984 5.041174 -3.841049 0.000 -0.002 -0.004
H -2.471857 6.090039 1.028625 0.000 -0.008 -0.007
H 2.264832 -0.399742 -1.018949 -0.018 0.003 -0.001
C 0.281791 -4.338089 -0.364821 0.001 0.026 0.023
C -1.515657 -5.748868 -1.118532 -0.006 -0.006 -0.008
C -4.335770 -0.618233 -4.131361 0.008 -0.005 0.013
H -1.133977 -0.399908 3.418862 0.004 0.016 0.016
H -1.096318 3.382496 6.582370 -0.003 0.006 0.001
C 4.045161 -4.137409 2.975667 -0.004 0.003 -0.008
P -0.555463 4.629996 1.073560 -0.045 -0.062 -0.079
H 0.068761 4.924469 -1.829977 -0.005 -0.009 0.008
C -0.559097 -3.841257 0.623724 0.014 -0.084 -0.003
H -3.366149 -5.602886 -0.041904 -0.001 0.000 0.007
H 0.747904 -4.617211 3.597792 0.001 0.000 0.003
C -2.237795 0.548113 -3.963150 -0.006 -0.014 -0.038
H 1.402010 5.469648 -0.081657 -0.005 -0.008 0.000
C 2.914564 -2.134903 -2.090020 0.012 0.008 0.005
H 3.294054 -3.870449 -3.296418 0.003 -0.002 0.009
H 1.553970 5.616626 1.682702 -0.011 0.009 -0.006
H -3.660749 0.856628 -5.534046 -0.003 -0.004 -0.001
H -2.448867 0.762950 3.114959 -0.019 -0.008 -0.018
C 1.649439 -4.201156 3.163234 -0.019 -0.027 -0.024
C 1.546359 2.916387 -4.122688 0.001 -0.005 0.001
H 1.403393 0.770877 -4.194068 0.006 0.000 -0.001
H -4.747533 -2.044829 -2.580538 0.003 -0.001 0.004
C 1.311196 1.030636 2.333011 0.009 -0.003 0.006
C -4.045670 -1.316822 -2.964996 -0.006 -0.001 -0.019
H -1.037513 6.278719 3.447176 0.003 -0.003 -0.002
S -0.038111 -2.578347 1.761006 -0.088 0.001 -0.029
H 1.899118 1.933396 2.497009 0.022 -0.004 -0.044
H 1.783230 4.043677 0.886712 -0.009 -0.003 0.004
C 3.954252 -3.115486 2.041076 0.016 -0.005 0.013
C 1.157925 4.076418 -3.462166 -0.006 0.008 0.009
C -0.813545 2.610108 4.607140 -0.004 0.024 0.023
H -0.972209 7.012828 1.284630 0.005 -0.007 -0.001
C 2.895120 -4.679647 3.536459 -0.010 0.006 0.008
C -2.859313 -1.076812 -2.292444 0.000 -0.014 0.023
H 0.998093 -3.957544 -4.206108 0.000 0.004 -0.006
H -1.247713 5.735232 5.826814 0.002 0.005 -0.003
H -0.663414 -2.272315 -3.539377 -0.017 -0.005 0.009
P -0.439957 0.122943 -1.822396 -0.034 0.024 0.139
C 1.573074 -3.189168 2.215798 0.032 -0.006 -0.016
H 2.610910 -1.840914 0.926153 -0.001 0.004 -0.012
C 1.981565 -1.187052 -1.709133 0.028 -0.017 0.010
C 0.004506 2.760259 -1.828983 0.048 0.049 0.048
C -1.941825 -0.149708 -2.795111 -0.025 0.014 -0.046
H -1.537303 1.268255 -4.367428 0.004 0.002 0.017
C 2.560991 -3.136143 -2.989339 -0.015 -0.001 -0.019
C 0.687735 -1.228745 -2.228603 0.030 -0.051 -0.047
P -0.417131 1.510357 2.110671 -0.055 0.099 -0.056
C 1.274312 -3.184714 -3.500956 0.016 0.007 0.001
O 0.173916 -1.316420 0.960311 0.063 0.013 0.062
H -2.500865 -3.893999 1.537769 -0.007 -0.003 -0.004
H 1.382564 0.393223 3.216469 0.013 0.013 0.005
C -0.204732 -5.298307 -1.234165 -0.014 -0.013 0.002
H 1.301460 -3.981411 -0.448870 0.001 -0.010 0.001
H -1.883105 -6.507563 -1.796824 -0.003 -0.001 0.003
H 5.015501 -4.510762 3.273888 0.001 0.001 -0.002
H 2.163912 2.984434 -5.008172 0.000 0.001 -0.002
C -1.088019 4.942753 5.108532 0.002 -0.019 -0.006
C 0.375195 4.005566 -2.315345 0.023 -0.006 -0.041
Bi -1.457908 2.348159 -0.194095 -0.017 -0.019 -0.039
```
Positions in Å, forces in eV/Å.

Summary:
DFT total energy = -88704.690 eV
Total charge = +2
Largest force on an atom = 0.15 eV Å⁻¹
Frontier orbital gap = 7.3 eV


# 2
# C22H33F2NO20

A 6-piece molecular cluster, C22H33F2NO20 overall in a non-equilibrium geometry (ωB97M-V with the def2-TZVPD basis set, the Open Molecules 2025 dataset).

Geometry as XYZ:
```
78
Properties=species:S:1:pos:R:3:forces:R:3
H -5.079459 -0.546239 -0.071629 -0.020 -0.045 0.154
H -2.152625 2.153624 3.002705 -0.039 0.125 -0.048
H 0.963595 -6.301799 -7.334887 0.028 0.147 -0.051
C -4.365083 3.559076 2.826120 0.004 -0.216 -0.058
H -5.824841 5.742933 2.705600 0.131 -0.011 0.086
C 4.206321 -5.043454 0.545340 0.012 0.096 -0.729
O 2.927785 -2.068720 -1.418320 -0.036 1.190 -1.057
C -3.382783 -4.787591 1.560696 0.142 -0.263 0.260
H 4.877754 -4.567079 1.280007 -0.289 -0.135 -0.382
C 2.021814 -6.094709 -7.177429 0.001 -0.232 -0.261
F 0.009487 -3.054799 1.217760 0.431 -0.176 -0.795
H -7.099999 5.025571 3.701310 0.042 -0.226 -0.064
H -6.498742 -1.138150 0.847232 0.159 0.028 0.041
H -0.703590 4.380742 0.852860 -0.033 -0.149 0.058
H 3.181249 6.091984 0.331190 -0.052 -0.037 0.144
H 2.507094 9.814668 3.314632 -0.028 -0.148 0.048
O 5.122403 -2.534163 -1.121369 2.751 1.040 -0.590
H -2.754628 0.936292 1.869301 -0.248 0.037 0.033
O 4.237241 8.735799 2.905830 -0.006 -0.105 -0.071
C 3.665739 7.642377 2.392907 0.116 0.028 -0.038
C 0.448308 2.198611 -0.072657 0.183 0.086 -0.058
C -5.908961 -1.253119 -0.061859 -0.155 0.304 -0.046
F 0.157594 -5.237568 -1.870255 1.519 0.388 0.174
H 2.557140 -7.039751 -7.117280 0.045 0.101 0.216
C 1.298269 -2.410460 -4.443013 -0.110 0.321 -0.280
H 2.426450 -5.515859 -8.007319 -0.145 0.053 0.029
O -4.252890 -4.243751 0.568268 -0.075 0.129 -0.032
C 4.018347 -2.808226 -0.961188 -3.849 -2.369 1.504
H 1.674259 -1.682980 -5.162860 -0.126 -0.113 -0.115
H 1.583685 -2.092016 -3.454610 0.151 -0.084 -0.129
C -4.626513 -2.982571 0.805404 -0.017 -0.065 -0.099
C -6.030191 5.029326 3.503477 -0.162 0.247 0.091
H 3.823330 5.117894 1.691838 -0.133 0.086 -0.022
C 3.393536 -4.012487 -0.216698 0.785 0.141 0.355
H 4.844359 5.494370 0.299069 0.113 0.218 0.101
C 1.729639 -2.678639 -1.184545 2.078 -2.922 2.378
H -3.875311 -4.810728 2.532985 0.053 0.180 -0.019
O -3.526655 4.423224 2.886517 -0.122 -0.038 0.012
H 3.569590 -5.788855 1.048709 0.139 0.491 -0.229
O 4.541738 7.065174 1.566219 -0.037 0.108 0.099
C 0.824545 0.426291 -1.517677 -0.023 0.064 -0.184
C -2.800803 1.987974 2.141485 0.188 -0.156 -0.097
H -0.061451 3.407175 2.212787 -0.103 -0.034 -0.116
O -4.294480 -2.312651 1.749102 -0.020 -0.058 -0.102
O -5.665773 3.708958 3.105188 0.067 -0.016 -0.023
O -5.431869 -2.593324 -0.187853 0.071 -0.096 0.052
O 0.601154 -4.709188 2.471477 0.180 -1.561 3.856
H -0.053371 0.646650 -2.125655 -0.068 -0.055 0.157
C 0.196546 4.021111 1.350661 -0.111 0.312 0.248
H -2.470379 2.578950 1.294033 -0.024 0.059 0.135
H 3.977011 10.318326 4.161373 0.156 -0.110 -0.152
O -0.871135 -5.674183 -0.047358 -2.725 -1.097 1.358
O 2.553979 7.245999 2.633949 0.110 0.037 -0.023
H -5.507098 5.314679 4.416098 0.093 0.039 -0.121
H -6.547547 -1.053656 -0.919694 0.073 -0.231 -0.040
O 2.223083 -5.411020 -5.940229 -0.014 0.103 0.094
C 1.617492 -4.221097 -5.866912 0.046 -0.065 0.056
H 3.148951 8.841100 4.674827 -0.104 -0.031 -0.114
O 1.885523 -3.694114 -4.667133 0.048 -0.100 -0.004
H 1.607119 0.040782 -2.165992 0.135 0.251 0.126
C 2.074719 -3.923437 -0.354456 1.171 -0.430 -0.127
H 0.768788 4.880360 1.695768 0.163 -0.106 -0.152
O -0.665120 1.801603 0.168374 0.312 0.044 -0.099
H 4.829477 -5.583150 -0.197976 -0.159 0.298 0.489
C 0.093497 -5.282824 -0.546303 0.884 0.007 -0.312
O 1.022419 3.289977 0.437544 -0.024 -0.138 -0.067
H -3.144096 -5.806461 1.268069 -0.132 0.097 -0.214
N 1.205949 -4.906233 0.280899 -0.833 3.123 -2.391
H 0.591692 -0.319928 -0.768691 -0.188 0.247 0.073
H -2.457373 -4.215940 1.613287 -0.114 0.072 0.106
O 1.319924 1.617406 -0.900652 -0.046 0.147 0.038
C 0.598001 -4.237519 1.437808 -0.193 0.278 -2.237
H 0.211112 -2.470449 -4.489528 0.052 0.011 -0.116
C 3.407425 9.458774 3.814999 -0.124 0.232 0.222
O 0.949155 -3.713607 -6.728041 0.079 -0.048 0.098
O -4.161002 2.291613 2.470708 -0.139 0.139 0.147
C 4.056166 5.875901 0.944094 -0.060 -0.341 -0.219
O 0.663315 -2.342801 -1.498436 -1.824 0.903 -0.954
```
Positions in Å, forces in eV/Å.

Summary:
DFT total energy = -71223.611 eV
SMILES string = CC1=C(N(C(=O)F)C(=O)F)C(=O)OC1=O.COC(=O)OC.COC(=O)OC.COC(=O)OC.COC(=O)OC.COC(=O)OC
Total charge = 0
Largest force on an atom = 4.76 eV Å⁻¹
Frontier orbital gap = 9.3 eV


Question: Which formula does entry 1 have?
Answer: C40H40BiOP3S


Question: Look up the frontier orbital gap of the first one.
Answer: 7.3 eV


Question: Which of these has the lowest frontier orbital gap?
Answer: C40H40BiOP3S